Density functional theory data (ωB97M-V/def2-TZVPD) for a cluster of 2 separate species, C3H3N3O in total at a distorted geometry.

```
! wB97M-V def2-TZVPD RIJCOSX def2/J DEFGRID3
* xyz 0 1
O -0.044 2.815 1.339
C -0.509 1.948 0.775
N 0.988 -0.710 0.904
C -0.229 -1.089 0.643
N -0.584 -0.785 -0.646
C 0.530 -0.147 -1.126
N 1.476 -0.102 -0.234
H -1.517 -0.546 -0.922
H -0.885 -1.623 1.320
H 0.585 0.230 -2.139
*
```

The value obtained for the total energy is -355.599905 a.u. The calculation puts the HOMO energy at -0.3743 Ha. The LUMO energy is 0.74 eV. The frontier orbital gap is 10.9 eV.

These are the Mulliken partial charges, in e, on atoms 1 to 4: O -0.199; C 0.209; N -0.321; C -0.125